*i*
Density functional theory data (the ωB97M-V functional and the def2-TZVPD basis) for one molecule with the formula C5H9OP.

Atoms and positions in Å:
C 1.046 -1.312 -0.323
C 1.841 1.449 -0.819
C -0.248 -1.070 0.446
C -1.046 0.170 0.294
C -2.525 0.493 0.151
O -0.194 0.064 1.348
P 2.345 -0.052 0.091
H 1.423 -2.303 -0.208
H 0.708 -1.234 -1.336
H 1.908 1.394 -1.889
H 2.314 2.308 -0.396
H -0.818 -1.809 0.930
H -2.840 0.253 -0.862
H -2.799 1.554 0.460
H -3.140 -0.144 0.674
H 2.025 0.240 1.441

Values from the calculation:
- Spin multiplicity: 3
- Gap between HOMO and LUMO (spin up / spin down): 8.2 / 8.9 eV
- <S²>: 2.010
- HOMO energy (spin up / spin down): -7.1 / -9.2 eV
- Charge: 0



*ii*
Density functional theory data (the ωB97M-V functional and the def2-TZVPD basis) for one molecule with the formula C5H9OP.

Atoms and positions in Å:
C -0.062 2.526 -0.719
C 0.677 1.265 -0.007
C -0.537 0.439 0.792
C -0.367 -1.680 -0.504
C -0.668 -0.964 0.898
O -2.896 2.078 0.217
P -1.565 1.588 -0.075
H 0.342 3.459 -0.389
H -0.026 2.569 -1.888
H 1.419 0.660 -0.615
H 1.394 1.781 0.705
H -1.067 -1.246 -1.156
H -0.510 -2.764 -0.345
H 0.681 -1.501 -0.675
H 0.103 -1.522 1.534
H -1.692 -1.329 1.221

Values from the calculation:
- Spin multiplicity: 3
- Gap between HOMO and LUMO (spin up / spin down): 7.4 / 8.8 eV
- <S²>: 2.009
- HOMO energy (spin up / spin down): -6.4 / -10.5 eV
- Charge: 0



Least stable of them? *i*.



*i*
Density functional theory data (the ωB97M-V functional and the def2-TZVPD basis) for a 2-piece molecular cluster, C2H5NS3 overall.

Atoms and positions in Å:
C 0.971 0.517 0.595
C -0.336 0.849 0.096
H 2.016 -1.276 -1.031
H 1.171 -0.276 1.449
H 1.544 1.280 1.123
H -0.695 -1.285 0.675
H -2.510 -1.351 -1.852
N -0.963 -0.421 -0.040
S 2.347 -0.009 -0.482
S -0.842 2.300 -0.355
S -2.702 -0.328 -0.178

Values from the calculation:
- Gap between HOMO and LUMO: 7.7 eV
- HOMO energy: -8.8 eV
- Charge: 0



*ii*
Density functional theory data (the ωB97M-V functional and the def2-TZVPD basis) for one molecule with the formula C2H5NS3.

Atoms and positions in Å:
C 1.599 -0.530 -0.120
S 0.119 -1.662 0.183
C -1.000 -0.484 0.715
S -1.840 -0.757 2.053
N -0.829 0.823 0.110
S -0.709 1.541 -1.561
H 2.295 -1.383 0.173
H 1.759 0.109 0.822
H 1.931 -0.266 -1.250
H -1.367 1.547 0.692
H -1.958 1.061 -1.818

Values from the calculation:
- Gap between HOMO and LUMO: 8.4 eV
- HOMO energy: -8.5 eV
- Charge: 0



Least stable of them? *i*.



*i*
Density functional theory data (the ωB97M-V functional and the def2-TZVPD basis) for one molecule with the formula C4H9N3S.

Atoms and positions in Å:
N 2.605 0.332 -0.215
C 1.600 -0.554 0.329
C 0.808 -1.308 -0.568
C 0.151 -0.198 0.155
N -0.076 1.060 -0.484
C -1.275 1.368 -0.345
N -2.370 0.767 0.397
S -2.966 -0.749 -0.264
H 3.212 0.705 0.708
H 2.029 1.053 -0.628
H 1.883 -1.041 1.266
H 1.026 -1.097 -1.549
H 0.734 -2.429 -0.307
H -0.590 -0.361 0.905
H -1.398 2.396 -0.640
H -3.137 1.532 0.455
H -2.235 -1.476 0.784

Values from the calculation:
- Gap between HOMO and LUMO: 9.0 eV
- HOMO energy: -8.5 eV
- Charge: 0



*ii*
Density functional theory data (the ωB97M-V functional and the def2-TZVPD basis) for one molecule with the formula C4H9N3S.

Atoms and positions in Å:
C 2.657 -1.788 0.116
N 1.257 -1.524 0.237
N 0.880 -0.583 -0.522
N -0.425 -0.244 -0.631
C -1.068 1.059 -0.444
C -0.451 2.236 0.233
C -1.454 -0.265 0.433
S -3.133 -0.958 0.238
H 3.398 -1.076 -0.315
H 2.525 -2.587 -0.647
H 3.101 -2.022 1.133
H -1.691 1.395 -1.380
H -0.207 1.853 1.259
H -1.214 2.974 0.232
H 0.316 2.714 -0.332
H -1.314 -0.414 1.448
H -3.177 -0.770 -1.057

Values from the calculation:
- Gap between HOMO and LUMO: 9.6 eV
- HOMO energy: -8.6 eV
- Charge: 0



Least stable of them? *ii*.



*i*
Density functional theory data (the ωB97M-V functional and the def2-TZVPD basis) for an isolated ion of composition C8H13N2O and charge +1.

Atoms and positions in Å:
C 2.394 -1.618 -0.492
C 2.755 -0.170 -0.143
C 1.150 -2.192 -0.489
C 1.740 0.899 0.225
C -0.303 -0.412 0.038
C 1.248 2.263 -0.156
C -2.187 0.911 -0.511
C -2.494 -1.034 0.904
N -0.075 -1.637 -0.113
N -1.576 0.013 0.504
O 2.272 0.329 1.202
H 3.284 -2.160 -0.841
H 3.832 0.094 -0.230
H 1.082 -3.197 -0.711
H 0.912 2.172 -1.131
H 2.131 3.008 -0.358
H 0.392 2.621 0.464
H -1.275 1.484 -1.039
H -2.704 0.407 -1.312
H -3.004 1.659 0.006
H -2.533 -1.730 0.015
H -2.088 -1.577 1.727
H -3.502 -0.766 1.192
H -1.452 0.631 1.250

Values from the calculation:
- Gap between HOMO and LUMO: 8.3 eV
- HOMO energy: -11.9 eV
- Charge: +1



*ii*
Density functional theory data (the ωB97M-V functional and the def2-TZVPD basis) for C8H13N2O as an isolated structure.

Atoms and positions in Å:
C -1.430 -0.096 -1.661
C -1.114 1.150 -2.501
C -0.537 -0.509 -0.763
C -2.107 1.654 -3.205
C 1.591 -1.738 -0.385
C 2.380 -1.845 0.988
C 0.895 -0.127 1.603
C -0.883 1.348 2.167
N 0.475 -0.840 -0.054
N -0.197 0.097 2.322
O 1.607 -1.230 1.982
H -2.427 -0.620 -1.792
H -0.129 1.525 -2.339
H -1.991 2.664 -3.710
H -3.041 1.269 -3.291
H 2.349 -1.189 -0.963
H 1.245 -2.603 -0.964
H 2.637 -2.842 1.305
H 3.286 -1.199 0.866
H 1.475 0.860 1.350
H -0.374 2.279 2.584
H -1.124 1.459 1.046
H -1.861 1.163 2.714
H -0.723 -0.631 2.702

Values from the calculation:
- Gap between HOMO and LUMO: 9.3 eV
- HOMO energy: -12.7 eV
- Charge: +1



Least stable of them? *i*.



*i*
Density functional theory data (the ωB97M-V functional and the def2-TZVPD basis) for a 2-piece molecular cluster, C7H9N2O2 overall.

Atoms and positions in Å:
C 3.629 0.857 -0.296
C 3.832 -0.520 -0.419
C 2.396 1.392 0.025
C 2.813 -1.433 -0.218
C 1.366 0.485 0.231
C 1.578 -0.901 0.118
C -0.483 -0.608 0.668
N 0.032 0.603 0.575
N -4.102 -0.174 -0.311
O 0.396 -1.526 0.398
O -2.753 -0.037 -0.106
H 4.462 1.522 -0.455
H 4.816 -0.880 -0.676
H 2.240 2.454 0.114
H 2.964 -2.495 -0.316
H -0.499 1.455 0.693
H -4.565 0.750 -0.260
H -4.280 -0.590 -1.243
H -4.516 -0.792 0.411
H -1.544 -0.808 0.794

Values from the calculation:
- Gap between HOMO and LUMO: 9.9 eV
- HOMO energy: -13.0 eV
- Charge: +1



*ii*
Density functional theory data (the ωB97M-V functional and the def2-TZVPD basis) for an isolated ion of composition C7H9N2O2 and charge +1.

Atoms and positions in Å:
C 3.282 0.951 0.587
O 2.276 0.026 0.139
N 1.078 0.640 0.061
C -0.043 -0.044 -0.223
C -0.313 -1.496 -0.108
C -1.526 -2.054 0.132
C -2.645 -1.223 0.367
C -2.551 0.036 0.048
C -1.329 0.743 -0.465
N -1.140 2.112 0.231
O -1.621 3.118 -0.260
H 4.214 0.773 0.086
H 3.611 0.712 1.652
H 2.950 2.023 0.724
H 0.560 -2.103 -0.204
H -1.618 -3.070 0.319
H -3.558 -1.742 0.723
H -3.478 0.677 0.047
H -1.620 1.071 -1.450
H -0.679 2.280 1.184

Values from the calculation:
- Gap between HOMO and LUMO (spin up / spin down): 5.3 / 5.3 eV
- HOMO energy (spin up / spin down): -12.6 / -12.6 eV
- Charge: +1



Least stable of them? *ii*.



*i*
Density functional theory data (the ωB97M-V functional and the def2-TZVPD basis) for a 2-piece molecular cluster, CH3Br overall.

Atoms and positions in Å:
C 0.406 0.269 0.030
Br 2.090 -0.510 -0.124
H -2.462 -0.687 0.057
H -0.177 0.076 0.885
H 0.143 0.852 -0.848

Values from the calculation:
- Gap between HOMO and LUMO (spin up / spin down): 10.5 / 8.5 eV
- HOMO energy (spin up / spin down): -10.6 / -8.5 eV
- Charge: 0



*ii*
Density functional theory data (the ωB97M-V functional and the def2-TZVPD basis) for one molecule with the formula CH3Br.

Atoms and positions in Å:
C 0.149 0.000 -0.004
Br -1.853 -0.007 0.000
H 0.546 0.535 -0.801
H 0.541 0.375 0.898
H 0.618 -0.903 -0.093

Values from the calculation:
- Gap between HOMO and LUMO: 11.1 eV
- HOMO energy: -10.4 eV
- Charge: 0



Least stable of them? *i*.



*i*
Density functional theory data (the ωB97M-V functional and the def2-TZVPD basis) for C4H13N2O2 as an isolated structure.

Atoms and positions in Å:
C -0.100 0.144 -0.690
C 0.799 -0.359 0.481
C 1.795 0.765 0.911
O 2.885 0.894 0.090
N -1.884 -0.917 -0.428
C -2.795 0.049 -0.009
N -4.258 -0.369 -0.463
H -0.551 1.101 -0.486
H 0.399 0.518 -1.639
H 0.364 -0.684 1.398
H 1.354 -1.176 0.019
H 1.183 1.779 1.106
H 2.294 0.435 1.925
H -0.959 -0.607 -1.303
H -2.844 0.269 1.099
H -2.667 1.096 -0.472
H -4.946 -0.167 0.332
H -3.905 -1.407 -0.470
H 3.905 -0.011 -0.508
H 5.309 -0.607 -0.122
O 4.621 -0.747 -0.772

Values from the calculation:
- Spin multiplicity: 2
- Gap between HOMO and LUMO (spin up / spin down): 4.6 / 5.8 eV
- <S²>: 0.756
- HOMO energy (spin up / spin down): 2.1 / 0.9 eV
- Charge: -2



*ii*
Density functional theory data (the ωB97M-V functional and the def2-TZVPD basis) for a 2-piece molecular cluster, C4H13N2O2 overall.

Atoms and positions in Å:
C -0.524 0.363 0.787
O -0.271 0.613 2.107
C 0.905 0.341 -0.003
C 1.109 -0.793 -1.082
C -0.077 -1.396 -1.804
N -1.110 -0.510 -2.236
N 2.050 0.351 0.912
H -1.018 1.236 0.275
H -0.970 -0.576 0.459
H 0.949 1.212 -0.620
H 1.999 -0.577 -1.718
H 1.699 -1.609 -0.563
H 0.198 -2.133 -2.639
H -0.328 -2.184 -1.046
H -1.545 0.175 -1.651
H -1.026 -0.237 -3.214
H 2.250 1.308 1.155
H 1.770 -0.110 1.765
H -2.138 2.279 3.166
H -1.495 0.892 2.822
O -2.428 1.356 3.130

Values from the calculation:
- Spin multiplicity: 2
- Gap between HOMO and LUMO (spin up / spin down): 2.3 / 7.3 eV
- <S²>: 0.751
- HOMO energy (spin up / spin down): 4.1 / -1.0 eV
- Charge: -2



Least stable of them? *i*.